Entry 1:
{"formula": "C6H11N2", "method": "ωB97M-V/def2-TZVPD", "total_charge": 1, "e_above_lowest_ev": 6.0875, "e_tot_ha": -344.29143, "lumo_ev": -5.22, "symbols": ["C", "C", "C", "C", "C", "C", "N", "N", "H", "H", "H", "H", "H", "H", "H", "H", "H", "H", "H"], "coordinates": [[-0.3508, 1.4136, 2.8654], [-0.2377, 0.7049, 0.8622], [0.1059, 0.1887, -1.6004], [-1.7702, -0.8029, -0.1923], [2.1634, -0.0313, 1.0070], [-0.8368, 0.4146, -0.4105], [0.8174, 1.0113, 2.7521], [0.9246, 0.5336, 1.4570], [-0.9923, 1.8784, 3.5756], [-0.4974, 0.1232, -2.5048], [0.6524, -0.7479, -1.5003], [0.8015, 1.0174, -1.7128], [-1.1830, -1.7057, -0.0398], [-2.3856, -0.9282, -1.0795], [-2.4243, -0.6562, 0.6647], [2.9803, 0.6109, 1.3395], [2.1845, -0.1170, -0.0750], [2.3021, -1.0169, 1.4575], [-1.4857, 1.2725, -0.6406]], "atomic_forces_ev_per_a": [[0.17, -1.33, -3.87], [-0.07, 1.32, 3.50], [0.04, 0.05, 0.11], [-0.05, 0.03, 0.16], [1.13, -0.48, -0.04], [-0.28, -0.25, -0.75], [0.82, 0.07, 1.16], [-1.29, 0.26, -0.78], [-0.35, 0.25, 0.46], [0.01, 0.02, 0.03], [0.02, -0.01, -0.02], [0.08, 0.00, -0.09], [0.02, -0.06, 0.00], [0.01, 0.01, -0.04], [-0.06, -0.03, 0.00], [-0.11, -0.01, -0.06], [-0.15, 0.07, 0.08], [-0.05, 0.09, -0.04], [0.12, -0.02, 0.19]], "mulliken_charge": [0.06, -0.32, -1.66, -1.35, -0.70, 0.94, -0.71, 0.75, 0.40, 0.42, 0.38, 0.42, 0.37, 0.41, 0.40, 0.31, 0.31, 0.31, 0.27]}

=====

Entry 2:
{"formula": "C14H24N3", "method": "ωB97M-V/def2-TZVPD", "total_charge": 1, "e_above_lowest_ev": 0.0000, "e_tot_ha": -711.80862, "lumo_ev": -2.35, "symbols": ["C", "N", "N", "C", "C", "C", "C", "C", "C", "C", "C", "C", "N", "C", "C", "C", "C", "H", "H", "H", "H", "H", "H", "H", "H", "H", "H", "H", "H", "H", "H", "H", "H", "H", "H", "H", "H", "H", "H", "H", "H"], "coordinates": [[-1.2059, 1.9893, -2.9011], [-0.7370, 1.7875, -1.5360], [0.3665, 0.9243, -1.2307], [1.6308, 1.7733, -1.1880], [0.4128, -0.1242, -2.2688], [-0.0400, 0.4803, 0.3990], [1.2465, -0.1861, 0.7717], [1.5157, -1.4937, 0.3756], [2.7383, -2.0505, 0.7504], [3.6276, -1.3187, 1.5442], [3.2996, -0.0355, 1.9779], [2.0807, 0.5208, 1.6345], [-1.1554, -0.3370, 0.5264], [-1.1366, -1.5538, 1.3822], [-2.5473, -1.8471, 1.8784], [-3.4331, -0.7974, 1.2214], [-2.5244, 0.2458, 0.5601], [-1.8910, 2.8340, -2.7837], [-0.5315, 2.2316, -3.7376], [-1.7695, 1.0922, -3.1693], [-0.6831, 2.6483, -0.9905], [2.5659, 1.2144, -1.4531], [1.4481, 2.5793, -1.9283], [1.7691, 2.2629, -0.1958], [1.2076, -0.8741, -2.1175], [-0.5520, -0.6441, -2.2731], [0.5441, 0.3744, -3.2563], [-0.1548, 1.5398, 0.7051], [0.7926, -2.0791, -0.2246], [2.9670, -3.0565, 0.4011], [4.6083, -1.7362, 1.8004], [4.0158, 0.5364, 2.5663], [1.8139, 1.5268, 1.9646], [-0.4730, -1.5139, 2.2591], [-0.8562, -2.3835, 0.7332], [-2.5839, -1.7509, 2.9669], [-2.8549, -2.8706, 1.6539], [-4.0969, -1.2206, 0.4647], [-4.0171, -0.3261, 2.0162], [-2.8376, 0.4699, -0.4712], [-2.5694, 1.1683, 1.1722]], "atomic_forces_ev_per_a": [[-0.55, -0.04, 0.07], [-0.50, 0.38, 0.10], [0.04, 1.19, 0.12], [0.41, 0.29, -0.57], [-0.03, -0.39, -0.60], [0.36, -1.07, -0.66], [-0.91, 0.42, 1.27], [0.55, -0.12, -0.27], [-0.22, 0.02, -0.04], [0.26, -0.13, -0.21], [0.43, -0.15, 0.22], [0.35, -0.19, -0.46], [-0.45, 0.81, 0.53], [0.31, -1.11, -0.26], [0.03, 0.29, 0.18], [-0.43, 0.22, -0.08], [0.09, 0.32, -0.10], [-0.08, -0.25, -0.29], [0.34, 0.03, 0.58], [-0.12, 0.33, -0.29], [0.32, -0.43, -0.29], [-1.04, 0.28, 0.35], [0.37, -0.56, 0.30], [-0.34, -0.57, -0.74], [-0.24, 0.74, 0.20], [0.19, 0.13, 0.11], [0.07, -0.48, 0.76], [0.00, -0.63, 0.21], [0.74, 0.56, 0.41], [0.14, 0.23, 0.24], [-0.49, 0.12, -0.08], [-0.21, -0.20, -0.02], [0.04, -0.33, -0.03], [0.14, 0.27, -0.64], [0.27, -0.08, 0.39], [0.00, 0.02, -0.15], [0.07, 0.18, -0.10], [-0.05, -0.04, 0.27], [-0.26, 0.02, -0.46], [0.03, 0.09, 0.52], [0.36, -0.16, -0.45]], "mulliken_charge": [-1.03, -0.55, 0.39, -0.75, -1.10, -0.30, 0.43, -0.08, -1.14, -0.56, -0.83, -0.19, 0.40, -0.42, -0.62, -0.56, -0.49, 0.36, 0.34, 0.36, 0.27, 0.29, 0.36, 0.38, 0.34, 0.41, 0.44, 0.63, 0.49, 0.40, 0.41, 0.42, 0.49, 0.20, 0.17, 0.32, 0.31, 0.32, 0.29, 0.14, 0.26]}

=====

Entry 3:
{"formula": "C12H30LiN2O4S", "method": "ωB97M-V/def2-TZVPD", "total_charge": -1, "e_above_lowest_ev": 26.3487, "e_tot_ha": -1290.53455, "lumo_ev": 2.45, "symbols": ["Li", "S", "O", "O", "O", "O", "C", "C", "N", "C", "C", "C", "C", "H", "H", "H", "H", "H", "H", "H", "H", "H", "H", "H", "H", "H", "H", "H", "C", "C", "N", "C", "C", "C", "C", "H", "H", "H", "H", "H", "H", "H", "H", "H", "H", "H", "H", "H", "H", "H"], "coordinates": [[0.4094, -0.3128, 0.4520], [1.2008, -1.2316, 1.7195], [2.3922, -2.0607, 1.9248], [0.8304, -1.4376, 3.0893], [1.4587, 0.1540, 1.3467], [0.2360, -1.7070, 0.7658], [-0.3239, -2.7152, -0.9871], [0.8944, -1.7474, -1.1238], [0.5674, -0.2848, -0.9066], [1.7858, 0.5107, -1.2849], [2.9061, 0.5565, -0.2833], [-0.6052, 0.1874, -1.7447], [-0.4647, 0.0776, -3.3179], [-0.9862, -2.7252, -1.8528], [-0.9324, -2.4820, -0.1133], [-0.0386, -3.7592, -0.8579], [1.6729, -1.9918, -0.4011], [1.2735, -1.8945, -2.1352], [2.1409, 0.1398, -2.2464], [1.4576, 1.5221, -1.5245], [3.0561, -0.3465, 0.3085], [3.8708, 0.6883, -0.7732], [2.7772, 1.3690, 0.4318], [-0.6969, 1.2548, -1.5440], [-1.5867, -0.2096, -1.4854], [-1.2952, 0.5185, -3.8694], [-0.3736, -0.9189, -3.7502], [0.4009, 0.5657, -3.7657], [0.2929, 2.5155, -0.5964], [-0.2419, 2.0424, 0.7405], [-0.5080, 0.5902, 0.8908], [-1.7641, 0.2965, 0.1873], [-2.2076, -1.1337, 0.4954], [-0.4854, 0.1766, 2.3482], [-1.5017, 0.9503, 3.2693], [0.4242, 3.5966, -0.5506], [-0.3705, 2.3049, -1.4352], [1.3080, 2.1482, -0.7476], [0.4559, 2.3239, 1.5291], [-1.1611, 2.5940, 0.9376], [-2.5666, 1.0238, 0.3101], [-1.5460, 0.3364, -0.8799], [-1.3538, -1.8053, 0.4056], [-2.5512, -1.1818, 1.5287], [-2.9015, -1.4099, -0.2986], [0.5084, 0.3433, 2.7637], [-0.6094, -0.8940, 2.5107], [-2.5375, 0.6862, 3.0559], [-1.4366, 2.0318, 3.1494], [-1.2744, 0.7447, 4.3153]], "atomic_forces_ev_per_a": [[1.38, -0.74, -0.12], [8.92, -7.12, 8.41], [2.91, -0.43, -5.04], [-2.29, -0.68, 4.63], [6.04, -0.09, 2.96], [0.04, -4.55, 6.46], [0.11, -0.98, -1.73], [-0.38, -0.67, -2.40], [1.08, -0.06, -14.10], [0.44, -1.80, -2.35], [1.80, 0.09, -0.42], [4.44, -1.63, -7.76], [0.85, -0.15, -0.41], [0.02, 0.22, -0.54], [1.31, -3.13, -3.37], [0.61, 0.00, -0.06], [0.34, -0.38, -1.18], [0.32, 0.29, -0.59], [0.34, -0.55, -0.12], [1.26, -2.93, -2.12], [0.13, 0.17, -0.44], [0.06, 0.39, -0.68], [0.27, 0.01, -0.16], [-0.41, -2.44, -1.02], [1.38, -4.49, -5.61], [-0.44, 0.18, 0.45], [-0.16, -0.43, 0.56], [0.35, 0.39, 0.36], [0.12, 3.22, 1.84], [-0.48, -0.42, 0.80], [-11.11, 9.43, 4.60], [-1.57, 0.05, 4.52], [-0.81, 1.30, 0.18], [-4.82, 4.49, 1.81], [0.25, -0.30, -0.84], [-0.36, 0.39, 0.21], [1.03, 2.06, 0.43], [-1.67, 2.45, 2.01], [0.15, 0.00, -0.11], [-0.34, 0.15, 0.17], [-0.55, 0.43, 0.89], [-2.73, 3.67, 7.83], [-2.86, 2.77, 1.95], [-0.69, -0.30, -0.26], [-0.71, -0.33, 0.35], [-1.90, 1.46, 0.39], [-1.59, 1.19, -0.41], [-0.20, -0.11, 0.10], [0.13, 0.15, -0.06], [-0.04, -0.23, 0.00]], "mulliken_charge": [0.72, 1.24, -0.95, -0.90, -0.93, -0.71, -1.21, -0.67, 0.69, -0.82, -1.46, 0.69, -1.85, 0.27, 0.56, 0.47, 0.63, 0.53, 0.59, 0.57, 0.26, 0.34, 0.32, -0.57, 0.06, 0.47, 0.31, 0.34, -1.06, -0.92, 0.99, -0.21, -1.61, -0.89, -1.60, 0.45, 0.59, 0.03, 0.52, 0.34, 0.10, 0.30, 0.03, 0.40, 0.49, 0.49, 0.59, 0.25, 0.26, 0.49]}

=====

Number 1: gap between HOMO and LUMO 9.317 eV, E_HOMO -14.53 eV. Number 2: gap between HOMO and LUMO 10.035 eV, E_HOMO -12.38 eV. Number 3: gap between HOMO and LUMO 5.648 eV, E_HOMO -3.19 eV.